(1)
Here is C27H27Cl5FN7O4Ta as an isolated structure from OMol25. Energies are from wB97M-V/def2-TZVPD.

ORCA input file:
```
! wB97M-V def2-TZVPD RIJCOSX def2/J DEFGRID3
* xyz 3 1
Ta 0.64485 0.38431 -0.65455
C -1.10867 0.59040 3.34213
Cl 2.41163 -0.41582 -2.49084
H -2.70158 -1.95532 -2.87224
C -4.16392 -1.75836 -0.65082
C -4.18929 -2.46153 1.69355
C -1.71963 1.49157 1.02617
H 1.74038 4.39291 -1.81719
O -4.54179 -2.34253 2.83321
N 1.61162 2.59103 -0.66977
C 1.42721 0.31914 2.34593
H 3.90809 -0.22674 3.32916
H -1.71688 2.52419 -3.34433
C 3.74026 1.32886 -0.30306
H 0.16618 0.88949 -3.28861
N -1.19266 1.61123 -0.13985
C 1.15253 -2.70901 0.47278
C 0.83387 2.77665 -2.91171
H -3.37813 1.62339 2.38512
H -1.91998 0.88514 -2.76657
H -2.99314 2.19318 -1.12553
N 0.42025 0.64866 1.52004
C 1.73317 -3.95566 0.19468
C 1.21573 0.08770 3.69108
H -3.02779 3.09818 1.48254
C -1.44338 1.83624 -2.54342
H 0.14004 3.99045 -1.25810
C 1.05520 3.56038 -1.65332
H -2.10660 0.73741 3.72889
N -3.17826 -3.35162 1.31086
C -1.16654 -1.28266 -1.55892
Cl 3.79521 -3.15682 -3.16838
Cl 3.26068 -5.63570 -1.27116
H -4.55433 -1.20720 -1.49640
H 1.78504 2.42472 -3.31804
H 2.03727 -0.15968 4.34734
H -3.81460 1.73647 0.68384
C -0.07957 0.17867 4.18338
H 0.34810 3.36197 -3.69381
C -4.71507 -1.68301 0.55660
H 3.42761 3.46366 -0.01717
H -1.63348 -3.21541 -2.24768
C 3.99768 0.45739 2.48781
O -1.48049 -3.99260 -0.06908
C 1.40790 -1.61230 -0.34338
C 2.82728 -3.04715 -1.77394
H 1.32265 2.89170 0.25838
C -0.81375 0.84369 2.01706
Cl 0.07130 -2.60583 1.81978
C 3.12067 2.67264 -0.70131
H 4.03115 0.74684 -1.16515
C -1.91583 2.34159 -1.19975
N 0.03129 1.58104 -2.55508
H -0.28209 -0.02874 5.22640
C 2.74579 0.44531 1.67949
C 2.22535 -1.85768 -1.42165
H -1.74359 3.40761 -1.05343
F -5.75340 -0.89894 0.80720
H 4.17860 1.45614 2.89662
N 2.64387 0.67626 0.42324
O -0.26697 -0.80380 -2.30735
H -2.81555 -3.95790 2.03582
C 2.57092 -4.12687 -0.92146
O -1.13252 -0.81832 -0.38040
H 4.62397 1.45835 0.31443
H 3.43402 2.97216 -1.69928
H 4.86066 0.15332 1.90148
Cl 1.41452 -5.29393 1.19468
C -3.05790 2.00586 1.42162
N -3.06416 -2.58548 -0.88636
C -2.17688 -2.30486 -1.98121
C -2.51415 -3.38444 0.10901
*
```

Energy above the lowest of the compared OMol25 structures with the same formula, charge and spin: 0.0 kJ/mol
F_max: 1.64 eV Å⁻¹
Gap between HOMO and LUMO: 5.622 eV

(2)
Here is C27H27Cl5FN7O4Ta as an isolated structure from OMol25. Energies are from wB97M-V/def2-TZVPD.

ORCA input file:
```
! wB97M-V def2-TZVPD RIJCOSX def2/J DEFGRID3
* xyz 3 1
C -2.03818 -0.79639 1.03638
F -6.13049 -4.45489 -1.09697
H -1.53657 3.91301 -1.44295
C -0.26691 3.28605 0.22093
C -0.49586 2.41360 3.05345
H 3.80792 -2.54326 -2.30281
C 1.84808 1.58750 2.32830
O -1.59903 -0.04199 1.98694
C 2.60160 0.42865 1.66277
H 5.40971 -1.38490 2.20482
H -1.98362 1.35079 -1.72802
N -1.09137 1.83138 -1.56929
C -1.38606 3.06664 -0.77370
H 4.35658 -2.70864 0.37189
C 0.30359 1.57745 2.05784
H -0.70506 1.31536 -3.57050
C 0.77806 -1.19755 -2.89692
C 2.73849 -1.33441 0.15119
C 1.62222 0.49516 4.55092
H -0.59158 3.91499 1.04835
N 1.09534 -1.36108 -1.47951
H 1.48325 2.56438 -3.65143
C -5.08723 -2.89662 -2.54477
Cl 0.16513 -2.57507 2.29264
C 0.47482 -0.95277 2.83458
N -3.95378 -1.71860 -0.22769
C 3.82788 0.05386 2.21937
H 1.21311 3.14593 -2.01838
H -0.29620 -1.01960 -3.01302
C -0.08888 0.09594 1.94302
C 2.17103 -1.93292 -1.07928
O -1.23841 -1.22194 0.15401
H 2.30713 -3.45943 -2.58306
C 1.23330 -0.79183 3.93452
C -3.66736 -1.16424 -1.44737
C -5.34470 -3.40817 -1.19019
H -0.04589 3.39547 3.20131
C 0.98474 2.33723 -2.70841
H -0.56720 1.92467 4.02248
H 0.60781 3.77264 -0.20663
N -4.22322 -1.76630 -2.51997
H -2.31989 2.89151 -0.23952
Cl 2.57983 3.04243 1.59370
N 2.10510 -0.19361 0.57689
H 4.24244 0.63401 3.03241
N 0.03336 1.93752 0.68317
Cl 1.91461 -2.15260 4.71407
H -5.00185 -3.20561 0.87877
H -3.73175 -1.73811 1.83532
H 1.04461 -2.05468 -3.51308
Ta 0.09613 0.26300 -0.32781
C 1.61090 0.03161 -3.24714
C 2.02205 1.56038 3.84772
Cl 1.55777 0.53276 6.25775
C -0.50064 2.14780 -2.89478
H 2.65843 -0.25192 -3.34535
C -4.80529 -2.83675 -0.11743
H -1.51183 2.54818 2.68145
C 3.89171 -1.80188 0.72811
H 2.41460 1.21634 -1.75465
C -3.50678 -1.08380 0.98970
C 2.92194 -2.97601 -1.82959
H 3.27085 -3.74416 -1.13917
Cl 2.51622 2.99193 4.62602
H 1.30955 0.47488 -4.19389
N 1.48591 1.05476 -2.13748
H -4.02373 -0.13870 1.18731
O -2.91755 -0.17935 -1.56002
H -0.97219 3.02996 -3.32691
C 4.47484 -1.06665 1.76225
O -5.50309 -3.33219 -3.57039
H -4.04843 -1.34117 -3.42224
*
```

Energy above the lowest of the compared OMol25 structures with the same formula, charge and spin: 183.5 kJ/mol
F_max: 0.91 eV Å⁻¹
Gap between HOMO and LUMO: 6.571 eV

(3)
Here is a 4-piece molecular cluster, C27H27F6IN2O11S2 overall from OMol25. Energies are from wB97M-V/def2-TZVPD.

ORCA input file:
```
! wB97M-V def2-TZVPD RIJCOSX def2/J DEFGRID3
* xyz 0 1
F -4.63463 2.62908 6.48358
F 4.06612 -2.61660 -3.31392
C 3.02224 -0.94924 4.38870
O 6.42392 -3.88966 -5.45258
C -4.92803 1.19490 -1.21481
H -0.29698 3.14506 0.73122
H -2.52586 3.42012 4.63916
C -6.80165 -0.10644 0.16914
C 5.22398 -4.10413 -4.72355
C 2.05693 -1.18886 6.36096
O 3.28307 -1.32861 5.66979
H 3.65517 0.34001 0.83329
H 4.82906 1.56888 0.66313
C -6.14090 0.22396 -1.20252
C -1.94764 2.04266 -1.32369
O 5.93270 -1.96333 -4.38543
C -2.09107 0.53072 -3.56018
H -6.84051 0.19875 2.45833
F -0.23800 -3.90198 -5.46842
O -1.83345 1.47604 4.88908
C 1.03558 -1.41898 5.29530
C 2.89733 2.29335 0.67448
O 1.79214 -2.36923 -4.22140
H -7.67338 -0.85272 0.14680
H 0.09831 -0.88596 5.49271
H 0.34586 -1.84810 -2.80116
O 3.86623 -0.67955 3.58093
N -4.28059 1.52646 -2.50039
H -2.74414 3.03316 7.02566
F -0.84465 -4.04293 -3.26568
H 4.51563 -4.70121 -5.29963
S -2.95824 2.97074 -0.04862
C -5.09388 1.52561 1.50818
H 2.00800 -0.19926 6.82507
O 1.68479 -0.90493 4.13615
H -3.67576 2.12806 4.24054
F 1.98899 -2.14687 7.31629
H 5.45338 -4.63157 -3.79315
F -1.94729 -2.58421 -4.61454
H 3.00081 3.07527 -0.16926
I -6.76783 -0.58561 -3.11891
H -2.70764 0.02713 -4.37088
H 0.81236 -2.47955 5.14552
N 3.91044 1.22061 0.36137
C -0.63959 -3.12202 -4.35322
C 1.38960 1.69080 0.75772
H 2.32077 -2.33361 -3.38229
H 2.52939 1.76005 -3.41561
H 3.14831 2.86969 1.64770
C -2.81112 1.37107 -2.46159
C 4.73834 -2.70928 -4.49079
C -4.43475 1.83526 0.13867
H 1.36499 0.61917 0.34366
C 0.39552 2.66778 -0.05624
C 6.84382 -2.62757 -5.15187
S 2.12540 0.86601 -2.40455
O -3.07614 1.02661 6.71368
H -4.71300 1.97721 2.49080
O 1.07822 1.64034 2.19195
H 4.12369 -2.30666 -5.30036
C 0.29300 1.08214 -2.36072
H -0.58357 -0.68984 -5.49933
C -0.40148 1.93553 -1.23938
H 0.94548 3.55879 -0.54749
H 1.73443 1.01317 2.60876
C -2.88322 2.43111 4.92924
C 0.14416 -0.55206 -4.62803
C -2.04407 0.62117 5.92567
C -3.31076 2.37506 6.36059
C -0.53257 0.37020 -3.49103
C 0.41630 -1.99977 -3.93388
H -4.43194 2.53942 -2.70041
O 7.87962 -2.15941 -5.52068
C -6.29005 0.52918 1.50436
H 1.14298 -0.10417 -4.98565
O -1.39269 -0.36649 6.12364
*
```

Energy above the lowest of the compared OMol25 structures with the same formula, charge and spin: 928.9 kJ/mol
Structure (SMILES): NC[C@@H](O)Cc1c(S)c(C[C@H](O)C(F)(F)F)cc2c1Sc1cccc(I)c1N2.O=C1OC[C@@H](F)O1.O=C1OC[C@@H](F)O1.O=C1OC[C@@H](F)O1
F_max: 4.49 eV Å⁻¹
Gap between HOMO and LUMO: 8.286 eV

(4)
Here is a 9-piece molecular cluster, C27H27F9O27 overall from OMol25. Energies are from wB97M-V/def2-TZVPD.

ORCA input file:
```
! wB97M-V def2-TZVPD RIJCOSX def2/J DEFGRID3
* xyz 0 1
O 4.85976 2.87342 -2.13379
C 4.48402 4.37531 3.54394
H 4.67138 4.70456 4.56226
O -0.81481 0.06895 -0.55167
O -1.06632 -0.56079 1.52933
C -3.66529 -0.95283 -3.84056
C -1.26077 2.05028 -3.48219
O -2.26653 -1.58922 -0.12716
H -3.60754 -5.52370 1.67831
H 4.51628 -0.83902 -2.23843
F -0.87966 -4.74567 0.51321
H -1.89320 -0.82901 -2.77303
O -1.97126 -5.89259 -1.11377
O 3.25467 4.94979 3.11636
H 6.41533 3.82896 -1.22890
O 1.57690 1.55003 7.71934
O 0.70728 -1.35471 -4.03222
O -2.32277 -2.74366 -3.33818
H 4.64913 2.56633 2.33492
H -3.94998 0.01988 -3.44035
H -7.09724 -1.31808 1.14417
C 5.61853 4.06194 -1.93540
F 1.22630 3.53661 -3.93598
H 0.59268 0.84983 4.77335
H -0.85488 1.94467 0.51367
H 1.83750 1.67140 -3.47146
O -4.29226 -1.86977 -2.97860
C 0.61620 1.53197 5.62027
H 4.70020 2.33054 4.09193
F 4.29483 6.07321 -2.05964
C -3.52426 -2.95701 -2.82943
C -3.06620 -6.69808 -1.20912
H -1.52600 -1.20858 -4.51096
H 2.73108 -0.09909 -1.08891
C 0.94148 2.18769 -3.81260
C -2.19676 -1.36034 -3.67952
H -5.78527 -2.19580 2.83207
C 1.94723 1.56321 6.34640
O 3.50644 4.23153 -1.03130
F 5.43813 4.82734 2.66939
O 2.82405 2.80572 3.31125
O 2.84786 -1.01542 -3.47345
O -3.80497 -6.56884 -0.10568
C -5.39677 -2.43261 1.84396
O -3.36115 -7.36465 -2.14185
H 0.56020 1.52077 -0.30432
C 2.31521 3.99109 2.94426
O -3.83793 -3.95433 -2.25211
O -0.07262 2.09172 -2.84503
O -0.33891 0.96622 8.82219
C -6.20901 -4.16909 0.62818
H -4.38007 -2.06644 1.69373
O 1.40127 -1.53575 -1.88536
O -6.38395 -5.24837 0.19336
H -2.41900 -6.70529 1.36771
C 0.26107 1.17579 7.82774
F -5.55262 -1.05487 -0.09706
C 4.22755 2.89252 3.28513
C 0.33473 1.70106 -5.13512
O -0.28936 1.10228 6.61106
O -1.06422 1.86228 -4.80283
C 2.60011 -1.17871 -1.21168
C 1.55973 -1.33763 -3.21304
H 5.02011 5.48043 -0.33739
F 3.92314 -2.74200 -2.46107
H 2.94814 -1.81502 -0.40408
F 2.61538 2.72311 6.05260
H -2.59439 -4.11774 -0.18975
C 3.65939 2.98789 -1.57984
O -6.67900 -3.00766 0.02474
C -0.25367 1.06585 0.26735
H 0.46198 2.34905 -5.99606
O -2.30345 2.26062 -2.95493
O 1.22447 4.18471 2.51568
C -1.50372 -0.76572 0.25604
F -4.19254 -1.12648 -5.09503
F 0.32240 0.92313 2.56676
O 2.84562 2.12619 -1.43824
H 2.63630 0.74176 6.14675
H 0.97586 -0.48862 1.22999
C 4.65300 5.02388 -1.25412
C 3.60507 -1.42329 -2.36177
C 0.14907 0.19008 1.44272
O -5.46363 -3.84692 1.68649
C -2.11068 -5.06840 0.04635
H 0.34524 2.49507 5.18302
C -6.26851 -1.89239 0.71981
H 6.02904 4.47272 -2.85317
H 0.59987 0.65533 -5.28435
C -3.01001 -5.92254 0.86469
*
```

Energy above the lowest of the compared OMol25 structures with the same formula, charge and spin: 163.9 kJ/mol
Structure (SMILES): O=C1OC[C@@H](F)O1.O=C1OC[C@@H](F)O1.O=C1OC[C@@H](F)O1.O=C1OC[C@@H](F)O1.O=C1OC[C@@H](F)O1.O=C1OC[C@@H](F)O1.O=C1OC[C@@H](F)O1.O=C1OC[C@@H](F)O1.O=C1OC[C@@H](F)O1
F_max: 3.03 eV Å⁻¹
Gap between HOMO and LUMO: 9.552 eV

(5)
Here is a 2-piece molecular cluster, C27H27NO4 overall from OMol25. Energies are from wB97M-V/def2-TZVPD.

ORCA input file:
```
! wB97M-V def2-TZVPD RIJCOSX def2/J DEFGRID3
* xyz 0 1
H 3.79515 -3.49507 -0.98337
H 0.26070 -1.91034 0.92852
C -0.86687 1.84291 1.01737
H 3.31140 4.53466 0.26577
C -1.94084 -3.22830 -0.36779
C -0.78976 3.14266 1.64035
C 4.99784 -2.04830 0.06236
C 4.17785 2.69825 1.07337
H 4.76767 0.74468 1.77260
H -2.38517 -2.97780 0.61012
C 0.25335 -2.27846 -0.11086
H -4.91171 1.56397 -0.38169
H -6.12183 3.15930 1.76011
H -1.83515 4.97525 2.14377
H 6.78874 4.63038 1.18978
H 5.03642 -2.71906 0.93081
H -5.80491 3.68663 0.07056
C 3.83777 -2.40757 -0.83076
H -4.78664 -5.65624 -4.17695
H -4.57940 -3.90185 -0.22424
H 5.93785 -2.17073 -0.48514
C 1.60035 1.58938 0.74194
H 5.17022 5.23548 1.68334
C -2.81297 -5.05219 -3.50928
C -2.15823 1.32277 0.71521
H 0.17172 3.50248 2.00452
C 0.27864 1.06753 0.72823
H -1.00590 -4.25390 -2.59398
C 3.13634 3.48868 0.52361
C 1.52729 -2.41501 -0.85133
C 2.69199 0.79232 1.18368
C -3.26898 2.11424 0.89747
H -5.11909 1.08815 1.30732
C 3.93994 1.33080 1.37586
H -5.91400 -4.95467 -2.07128
C 1.88605 2.93141 0.35674
C -2.07850 -4.43366 -2.49414
C -4.10760 -4.22289 -1.15477
C -4.83812 -4.81020 -2.18342
C 5.71729 4.55549 1.01434
H -2.25450 0.31433 0.31123
C -1.88393 3.95996 1.76277
H 2.51214 -0.25352 1.42158
C -4.72166 1.87081 0.65078
O -4.30085 4.12930 1.44980
O 1.59336 -2.93067 -1.95733
H 0.13321 0.01458 0.51102
H 5.48210 4.79092 -0.03432
C -4.20115 -5.21366 -3.36969
H 1.08747 3.54282 -0.05510
O 2.61798 -1.98848 -0.16685
O 5.42162 3.17668 1.33364
H 4.93157 -1.01976 0.43179
H 3.90100 -1.90045 -1.80430
C -2.72222 -3.98787 -1.32164
C -3.13256 3.43976 1.38329
C -5.36875 3.22354 0.96632
H -2.29752 -5.39899 -4.40469
N -0.75619 -2.83052 -0.68702
*
```

Energy above the lowest of the compared OMol25 structures with the same formula, charge and spin: 600.0 kJ/mol
F_max: 2.25 eV Å⁻¹
Gap between HOMO and LUMO: 2.848 eV

(6)
Here is C27H28B5NO22 as an isolated structure from OMol25. Energies are from wB97M-V/def2-TZVPD.

ORCA input file:
```
! wB97M-V def2-TZVPD RIJCOSX def2/J DEFGRID3
* xyz 0 1
O 10.03036 6.60453 2.31102
H 5.36839 0.16489 3.15442
C -1.65281 -1.70318 -0.72282
C -2.05493 2.85170 0.86853
C -5.88166 4.37609 -2.61791
C -6.19100 -7.47617 -2.71050
O -0.96369 -0.55162 -0.68594
O -3.69720 -5.34380 -0.63264
O -5.39633 -6.39202 -2.76733
H 13.26766 2.40331 4.69008
H -2.37797 1.94199 1.39486
H -5.99586 -5.63791 -2.92196
O -8.07610 0.82064 -2.62209
H -9.60219 -8.21189 -2.99892
N 0.38823 2.72821 1.09492
O 1.73067 0.68740 0.71669
C -7.32450 1.92876 -2.56880
C -8.54662 -8.39441 -2.85483
H -1.67275 -4.77854 0.95378
C 11.96763 5.48621 2.99288
B 3.49187 -0.17060 2.64351
C 12.59516 4.33874 3.64689
C -3.39423 -3.15577 -1.58539
H -0.28708 -0.67244 0.00956
C -5.53252 3.28702 -1.65853
H -0.77870 1.43454 -0.15816
H 2.10178 0.55476 3.81486
O 2.63127 2.87046 -0.09145
H 7.02559 2.94417 2.01345
O 12.31538 2.21807 4.75722
H -6.07841 1.28746 -0.97783
O -8.05052 -6.10112 -3.04713
H 0.13169 2.14124 1.88571
H -2.97659 -1.12838 -2.27595
H -4.36030 -5.21823 -1.33613
C 6.61646 2.52231 1.06974
H -7.13446 5.02236 -4.20092
C 10.37739 3.34886 4.10180
H -4.50075 5.33728 -1.83674
C -7.65702 3.00710 -3.54612
O -8.56018 2.82901 -4.33825
C -6.32945 2.06244 -1.68850
C -8.05451 -9.61947 -2.65638
H 9.07845 6.42416 2.38317
O 4.78171 -0.57420 3.01455
C -5.69821 -8.69916 -2.50878
O -4.60700 3.45110 -0.88653
H -8.24748 -11.45366 -2.46666
B 3.90913 2.38017 0.26637
O -0.29222 -2.55161 0.97971
O -6.19844 -10.98592 -2.26048
O 2.45321 -0.30454 3.60353
H 7.27952 2.63809 0.19997
B 1.61414 2.11258 0.53965
C 9.74996 4.50686 3.46885
C -6.59436 -9.85483 -2.45583
H -0.56087 3.14472 -0.75821
O 13.79828 4.22424 3.76430
H -1.76993 3.58060 1.64549
O 5.18539 4.66696 1.05909
C -2.98891 -4.20766 -0.60741
C -0.72315 2.49924 0.11388
O 4.05683 0.95300 0.22014
C 11.70745 3.26629 4.18546
C -1.22974 -2.76510 0.23824
C -2.66369 -1.88967 -1.57495
H 5.73283 4.78739 1.83530
B 3.07610 0.48577 1.14647
H -2.81837 3.27168 0.20592
C -1.97586 -4.02282 0.24300
B 5.22062 3.28751 0.79494
C -7.65312 -7.23736 -2.88459
O -4.31311 -3.37979 -2.35044
H 6.47301 1.44378 1.24788
C 10.63805 5.56696 2.90638
H 9.72528 2.57931 4.49031
C -6.87428 4.24150 -3.50027
O -8.84450 -10.70296 -2.62521
H -8.71572 0.97604 -3.33778
H -4.64067 -8.88241 -2.37910
O 8.54339 4.63586 3.38078
O -5.14504 5.49523 -2.54719
H 12.62014 6.24863 2.59131
*
```

Energy above the lowest of the compared OMol25 structures with the same formula, charge and spin: 192.3 kJ/mol
F_max: 2.83 eV Å⁻¹
Gap between HOMO and LUMO: 7.665 eV

LUMO level / eV: -10.752 -10.153 -0.174 -0.680 -2.390 -1.770
E / Ha: -4186.39361 -4186.32371 -3675.16569 -3975.45172 -1400.61885 -2880.29106